The following is a quantum chemistry calculation of a 2-piece molecular cluster, C4H14NO2 overall at a distorted geometry, from the OMol25 dataset.

total charge = +1
Kohn-Sham gap = 11.70 eV
LUMO = -0.1188 Eh
F_max = 0.063 Eh/bohr
relative energy (zero: lowest compared OMol25 entry of this formula, charge and spin) = 143.2 kJ/mol

Positions of all 21 atoms, in Å:
C 0.6117 1.2182 -0.7828
C 0.9567 -0.2417 -0.3679
C -0.0910 -1.2240 -0.8818
C -1.4349 -0.8308 -1.5346
O -0.3271 -2.1756 0.2632
N 0.9672 -0.3229 1.1641
H 0.3764 1.2528 -1.8262
H -0.2898 1.4302 -0.2198
H 1.4352 1.8002 -0.4082
H 1.9184 -0.5961 -0.6775
H 0.4332 -1.8030 -1.6759
H -1.1705 -0.3552 -2.4593
H -1.9893 -1.7722 -1.5912
H -1.9231 -0.0339 -0.9189
H -0.5013 -3.0738 -0.0372
H 0.0229 -0.4861 1.5193
H 1.5839 -1.1069 1.3898
H 1.2959 0.5774 1.4859
H -0.7908 2.3399 1.7826
H -0.8425 2.7994 3.2515
O -0.2410 2.6043 2.5248